[1]
Here is a structure of composition C49H64AsBrCl3GdN2O6PSi3 in a non-equilibrium geometry from OMol25. Energies are from ωB97M-V with the def2-TZVPD basis set.

The geometry in XYZ format:
```
131
Properties=species:S:1:pos:R:3:mulliken_charge:R:1
Gd 14.68 18.02 10.34 -0.112
C 15.82 24.01 9.78 -0.854
Si 17.43 23.00 9.50 0.573
C 18.73 24.26 8.91 -1.163
C 17.30 21.88 7.98 -0.954
C 18.02 22.19 11.17 0.886
Si 19.86 21.58 11.18 0.225
C 20.10 20.30 12.53 -0.915
C 20.13 20.90 9.46 -0.690
C 21.21 22.90 11.35 -1.142
Si 17.23 22.71 12.81 -0.104
C 17.57 21.63 14.32 -1.271
C 17.61 24.51 13.27 -1.084
C 15.29 22.53 12.71 0.076
C 14.55 23.72 12.79 -0.094
C 13.16 23.67 12.81 -0.942
C 12.57 22.38 12.96 -0.678
C 13.37 21.24 12.96 -0.536
N 14.71 21.32 12.77 -0.107
H 15.95 24.45 10.79 -0.084
H 14.84 23.48 9.81 0.168
H 15.77 24.78 9.00 0.505
H 18.33 24.72 7.96 0.309
H 19.68 23.81 8.64 0.346
H 18.91 25.09 9.60 0.250
H 16.34 22.19 7.51 0.340
H 18.13 21.98 7.24 0.356
H 17.29 20.80 8.16 0.155
H 19.22 19.82 12.97 0.026
H 20.58 20.81 13.41 0.325
H 20.81 19.46 12.20 0.300
H 19.36 20.13 9.25 0.046
H 21.19 20.56 9.28 0.385
H 19.95 21.74 8.73 0.095
H 20.92 23.70 12.09 0.221
H 21.51 23.45 10.44 0.273
H 22.05 22.43 11.94 0.331
H 18.59 21.68 14.68 0.345
H 17.37 20.55 14.09 -0.007
H 16.87 21.97 15.09 0.442
H 18.67 24.71 13.19 0.337
H 17.17 24.91 14.22 0.314
H 17.15 25.20 12.47 0.275
H 15.08 24.66 12.89 0.295
H 12.52 24.54 12.74 0.442
H 11.49 22.25 13.10 0.412
H 12.96 20.28 13.10 0.538
O 16.50 19.67 10.80 1.865
H 16.77 20.62 10.84 -1.174
H 17.38 19.29 10.46 -0.105
O 14.93 18.49 12.67 0.084
H 14.96 17.94 13.48 0.214
H 14.77 19.44 12.94 0.411
O 13.78 20.34 9.90 0.013
H 14.05 21.17 10.33 0.009
H 13.16 20.54 9.14 0.133
O 13.99 15.79 10.09 -0.107
H 13.33 15.72 9.25 0.351
H 14.56 15.00 10.10 0.061
N 17.82 17.88 8.64 -0.715
C 16.74 17.68 9.06 0.276
Cl 10.98 16.70 5.87 -0.136
C 12.34 17.69 6.43 0.820
Cl 13.71 17.49 5.27 -0.152
Cl 11.91 19.36 6.51 -0.163
C 12.93 17.18 7.71 -0.044
O 12.56 16.00 8.05 -0.791
O 13.72 17.91 8.38 -0.453
Br 7.61 17.08 12.37 -0.236
C 9.44 17.40 11.98 -0.006
C 9.77 18.63 11.44 -0.574
C 11.05 18.88 11.02 -0.593
C 12.12 17.89 11.08 0.795
C 11.71 16.68 11.74 -0.398
C 10.41 16.49 12.19 -0.384
H 9.12 19.48 11.38 0.395
H 11.30 19.83 10.55 0.286
H 12.40 15.84 11.82 0.300
H 10.11 15.51 12.60 0.338
C 20.33 13.98 11.86 -1.021
C 20.13 13.13 13.14 -0.701
As 19.73 11.14 12.79 0.240
C 18.53 10.89 14.34 0.325
C 18.54 11.69 15.51 -0.276
C 17.37 11.76 16.26 -0.345
C 16.28 10.99 15.88 -0.499
C 16.35 10.08 14.86 -0.429
C 17.53 9.97 14.11 -0.484
C 21.39 10.34 13.29 0.378
C 22.62 10.93 13.44 -0.059
C 23.77 10.26 13.83 -0.742
C 23.69 8.90 14.07 -0.330
C 22.49 8.25 13.91 -0.666
C 21.36 8.94 13.44 -0.486
P 18.93 15.10 11.24 -0.116
C 18.01 15.36 12.73 0.895
C 16.63 15.15 12.77 0.140
C 15.95 15.37 13.99 -1.402
C 16.63 15.94 15.07 -0.431
C 18.00 16.23 14.98 -0.729
C 18.66 15.99 13.79 -0.788
C 17.96 13.89 10.32 -0.029
C 17.44 12.74 10.90 0.642
C 16.90 11.73 10.10 -1.181
C 16.70 12.02 8.75 -0.390
C 17.11 13.22 8.18 -0.908
C 17.76 14.18 8.97 -0.438
H 20.62 13.39 10.97 0.524
H 21.14 14.67 12.08 0.519
H 19.23 13.45 13.68 0.018
H 21.01 13.23 13.82 0.678
H 19.38 12.33 15.79 0.369
H 17.29 12.45 17.10 0.389
H 15.27 11.14 16.31 0.309
H 15.58 9.38 14.58 0.378
H 17.61 9.34 13.19 0.276
H 22.72 11.99 13.27 0.292
H 24.69 10.81 14.09 0.332
H 24.54 8.30 14.34 0.372
H 22.34 7.21 14.06 0.385
H 20.43 8.39 13.18 0.265
H 16.05 14.75 11.93 0.251
H 14.90 15.10 14.09 0.469
H 16.10 16.26 15.95 0.554
H 18.54 16.67 15.82 0.455
H 19.71 16.26 13.63 0.496
H 17.30 12.69 12.00 0.671
H 16.69 10.73 10.48 0.415
H 16.18 11.28 8.15 0.402
H 16.90 13.41 7.15 0.483
H 17.98 15.19 8.56 0.357
```

The spin multiplicity is 8. Its expectation value of S² is 16.056. Its net charge is -1. For the orbital gap (alpha / beta), the calculation gives 0.2107 / 0.1711 hartree. As for the molecular weight: 1310.7 g/mol. The energy is -10632.4809 Ha.


[2]
Here is a structure of composition C49H64AsN5OReS2SbSeTe in a non-equilibrium geometry from OMol25. Energies are from ωB97M-V with the def2-TZVPD basis set.

The geometry in XYZ format:
```
126
Properties=species:S:1:pos:R:3:mulliken_charge:R:1
Re 0.19 0.88 0.65 1.934
S 1.81 0.14 2.32 -0.110
C 2.62 -1.40 2.53 1.220
C 3.74 -1.38 3.36 -0.833
C 4.39 -2.55 3.66 -0.860
C 3.92 -3.75 3.15 -0.891
C 2.82 -3.76 2.31 -0.766
C 2.16 -2.59 1.96 -0.666
As 0.74 -2.50 0.60 2.032
C -0.08 -4.25 0.87 0.217
C 0.51 -5.45 0.47 -0.398
C -0.13 -6.65 0.71 -0.803
C -1.36 -6.68 1.35 -0.691
C -1.97 -5.49 1.72 -0.770
C -1.34 -4.29 1.47 -0.062
C 1.90 -2.86 -0.92 0.238
C 3.20 -2.36 -0.96 -0.610
C 3.98 -2.53 -2.09 -0.994
C 3.48 -3.21 -3.19 -0.385
C 2.19 -3.72 -3.15 -0.984
C 1.41 -3.54 -2.03 -0.229
H 4.08 -0.43 3.76 0.570
H 5.27 -2.53 4.29 0.365
H 4.42 -4.67 3.40 0.417
H 2.45 -4.71 1.92 0.405
H 1.46 -5.44 -0.04 0.397
H 0.33 -7.57 0.38 0.435
H -1.84 -7.63 1.55 0.396
H -2.95 -5.51 2.18 0.480
H -1.83 -3.35 1.72 0.033
H 3.61 -1.83 -0.11 0.270
H 4.99 -2.14 -2.11 0.430
H 4.09 -3.34 -4.07 0.441
H 1.81 -4.27 -4.00 0.451
H 0.40 -3.93 -2.02 0.580
C -0.75 -0.76 6.18 -0.828
N -1.06 -1.21 4.82 0.390
C -0.10 -2.24 4.37 -0.861
C -1.14 -0.10 3.83 0.853
C -2.05 -0.42 2.66 0.606
C -3.26 -1.04 2.95 -0.600
C -4.18 -1.34 1.96 -1.747
C -3.90 -0.94 0.66 -0.441
C -2.73 -0.28 0.38 -0.124
C -1.72 -0.01 1.34 1.194
H -0.72 -1.62 6.86 0.399
H -1.52 -0.07 6.54 0.337
H 0.21 -0.26 6.21 0.323
H -2.00 -1.64 4.82 0.460
H 0.91 -1.86 4.46 0.423
H -0.30 -2.47 3.32 -0.199
H -0.20 -3.14 4.96 0.495
H -0.12 0.08 3.46 -1.868
H -1.52 0.80 4.34 0.214
H -3.53 -1.28 3.97 0.438
H -5.11 -1.83 2.20 0.415
H -4.62 -1.12 -0.12 0.458
H -2.58 0.07 -0.64 0.280
C 2.80 0.32 -3.42 -1.008
N 3.37 1.54 -2.91 0.573
C 4.24 2.34 -3.60 -0.555
C 4.65 3.31 -2.75 -0.749
N 4.03 3.10 -1.55 0.200
C 4.27 3.85 -0.35 -0.826
C 3.22 2.03 -1.67 0.116
Se 2.46 1.20 -0.17 -0.523
H 3.60 -0.39 -3.66 0.455
H 2.22 0.53 -4.32 0.389
H 2.17 -0.14 -2.66 -0.141
H 4.49 2.15 -4.62 0.533
H 5.33 4.12 -2.90 0.561
H 5.33 4.06 -0.25 0.428
H 3.95 3.25 0.50 -0.013
H 3.71 4.79 -0.36 0.392
C -4.70 0.28 -3.15 -0.295
C -4.34 -1.02 -3.86 -0.760
C -2.94 -1.50 -3.47 -0.537
N -1.97 -0.49 -3.84 0.102
C -0.98 -0.05 -3.09 0.019
S -0.45 -0.87 -1.71 0.141
N -0.26 1.05 -3.46 0.929
C -0.31 1.92 -4.54 0.269
O 0.63 2.66 -4.71 -0.552
C -1.50 1.88 -5.43 -0.397
C -1.49 1.11 -6.59 0.107
C -2.58 1.14 -7.44 -0.613
C -3.67 1.95 -7.14 -0.524
C -3.67 2.72 -5.99 -0.579
C -2.59 2.69 -5.13 -0.092
H -5.72 0.58 -3.40 0.444
H -4.03 1.08 -3.42 -0.094
H -4.63 0.15 -2.07 -0.153
H -4.39 -0.88 -4.94 0.375
H -5.05 -1.81 -3.60 0.445
H -2.71 -2.44 -3.98 0.277
H -2.86 -1.66 -2.39 0.281
H -2.16 0.02 -4.70 -0.195
H 0.45 1.29 -2.78 -0.993
H -0.63 0.49 -6.82 0.417
H -2.57 0.55 -8.34 0.434
H -4.51 1.98 -7.82 0.425
H -4.52 3.35 -5.77 0.448
H -2.58 3.27 -4.22 0.534
C -2.82 4.44 2.12 -1.376
C -1.89 3.72 3.06 -0.241
Sb -0.04 2.86 2.28 0.052
C 0.98 4.63 1.40 -0.263
C 2.14 5.16 2.22 -1.248
C 1.02 2.70 4.20 0.045
C 0.42 3.52 5.32 -1.656
H -3.58 4.96 2.70 0.444
H -3.32 3.76 1.43 0.243
H -2.29 5.18 1.52 0.276
H -2.42 2.92 3.57 0.219
H -1.49 4.40 3.80 0.500
H 0.20 5.39 1.24 0.544
H 1.33 4.31 0.41 0.028
H 1.82 5.45 3.22 0.293
H 2.57 6.03 1.73 0.415
H 2.92 4.40 2.32 0.208
H 2.04 3.05 4.00 0.613
H 1.10 1.66 4.49 -0.049
H 0.31 4.56 5.03 0.333
H 1.07 3.49 6.19 0.399
H -0.56 3.16 5.61 0.306
Te -1.12 2.75 -0.57 -0.661
```

The spin multiplicity is 4. Its expectation value of S² is 3.791. Its net charge is +1. For the orbital gap (alpha / beta), the calculation gives 0.2442 / 0.2254 hartree. As for the molecular weight: 1392.7 g/mol. The energy is -8274.4468 Ha.


[3]
Here is a cluster of 6 separate species, C49H65BClF9N7O5PS2 in total in a non-equilibrium geometry from OMol25. Energies are from ωB97M-V with the def2-TZVPD basis set.

The geometry in XYZ format:
```
140
Properties=species:S:1:pos:R:3:mulliken_charge:R:1
C -5.61 -7.83 -4.77 -1.073
C -4.27 -7.11 -5.30 -0.311
C -4.70 -5.92 -6.31 -0.780
C -3.49 -5.75 -7.37 -0.554
C -2.54 -4.57 -6.81 -0.587
C -1.05 -4.78 -7.41 -0.508
C -0.07 -3.86 -6.54 -0.620
C 0.20 -2.40 -7.20 -0.460
C 1.14 -1.62 -6.17 -0.417
C 1.10 -0.01 -6.35 -0.813
C 2.04 0.59 -5.21 0.421
C 2.15 2.18 -5.18 -0.933
C 1.89 2.84 -3.74 -0.701
C 3.09 2.68 -2.70 0.276
P 4.17 4.20 -3.16 0.597
N 3.52 5.58 -2.62 -0.839
O 4.04 1.59 -3.00 -0.230
C 3.60 0.43 -2.31 -1.196
O 3.79 -0.63 -2.91 -0.455
C 2.88 0.78 -0.92 1.147
C 3.98 0.30 0.18 -0.811
Cl 5.69 0.25 -0.54 -0.105
C 3.71 -1.21 0.72 0.136
C 5.06 -1.64 1.51 -1.215
S 1.25 -0.16 -0.97 1.459
O 0.29 0.43 -1.99 -0.586
O 1.43 -1.60 -1.41 -0.685
C 0.40 -0.25 0.69 0.233
F 0.43 -1.61 1.12 -0.245
F 1.12 0.53 1.61 -0.225
C -1.18 0.12 0.65 0.596
F -1.75 -0.80 -0.27 -0.241
F -1.41 1.46 0.27 -0.237
C -1.92 -0.19 2.05 0.365
F -2.22 -1.58 2.15 -0.292
F -1.24 0.30 3.16 -0.175
C -3.38 0.53 2.07 0.613
F -3.23 1.85 2.48 -0.239
F -4.19 -0.11 3.04 -0.264
F -4.06 0.42 0.86 -0.225
C 2.80 2.39 -1.15 0.357
S 4.21 3.33 -0.30 -0.275
B 1.51 3.13 -0.42 0.811
N 0.27 3.56 -1.12 -0.587
O 1.63 3.41 1.00 -0.834
H -5.99 -8.54 -5.58 0.262
H -5.34 -8.40 -3.82 0.329
H -6.39 -7.03 -4.57 0.293
H -3.68 -6.61 -4.45 0.238
H -3.58 -7.86 -5.80 0.287
H -4.77 -4.96 -5.68 0.339
H -5.69 -6.10 -6.83 0.398
H -3.85 -5.42 -8.40 0.320
H -2.84 -6.68 -7.46 0.317
H -2.54 -4.65 -5.67 0.244
H -2.88 -3.54 -7.14 0.201
H -0.76 -5.87 -7.17 0.356
H -0.97 -4.54 -8.52 0.277
H -0.55 -3.63 -5.52 0.209
H 0.93 -4.36 -6.28 0.370
H -0.76 -1.86 -7.47 0.273
H 0.85 -2.63 -8.12 0.243
H 2.22 -2.00 -6.13 0.284
H 0.70 -1.80 -5.12 0.089
H 0.02 0.38 -6.33 0.363
H 1.55 0.22 -7.38 0.286
H 1.59 0.25 -4.21 -0.485
H 3.07 0.11 -5.29 0.355
H 3.21 2.48 -5.51 0.201
H 1.46 2.66 -5.97 0.392
H 0.87 2.49 -3.37 0.211
H 1.78 3.97 -3.93 0.625
H 4.19 4.24 -4.61 0.047
H 5.52 3.99 -2.73 0.176
H 2.66 5.34 -2.09 0.199
H 3.95 0.95 1.13 0.584
H 2.88 -1.24 1.50 -0.008
H 3.60 -1.97 -0.12 0.231
H 5.79 -2.21 0.85 0.309
H 5.53 -0.78 2.08 0.352
H 4.70 -2.41 2.30 0.390
H 3.78 4.64 -0.20 0.280
H 0.48 4.51 -1.49 0.284
H -0.41 3.76 -0.36 0.218
H 1.63 4.39 1.13 0.292
C -6.22 -1.44 6.25 -0.577
C -5.61 -1.46 5.00 -0.167
C -5.46 -2.69 4.37 -0.394
N -5.86 -3.85 4.89 -0.567
C -6.44 -3.81 6.10 -0.356
C -6.65 -2.64 6.81 -0.517
H -6.36 -0.51 6.78 0.632
H -5.27 -0.55 4.53 0.766
H -4.99 -2.75 3.39 0.462
H -6.76 -4.77 6.50 0.372
H -7.13 -2.66 7.78 0.432
C 7.50 9.05 -3.20 -0.099
C 6.43 8.58 -3.94 -0.749
C 6.18 7.22 -3.93 0.120
N 6.91 6.32 -3.25 -0.288
C 7.94 6.81 -2.54 -0.197
C 8.28 8.15 -2.48 -0.502
H 7.73 10.11 -3.18 0.366
H 5.80 9.25 -4.51 0.347
H 5.35 6.80 -4.49 0.276
H 8.52 6.07 -2.00 0.363
H 9.12 8.49 -1.89 0.349
C -10.42 -0.64 6.65 -0.290
C -9.50 -0.04 5.80 -0.289
C -9.22 1.31 5.99 -0.209
N -9.79 2.06 6.95 -0.577
C -10.67 1.45 7.75 -0.215
C -11.01 0.11 7.65 -0.341
H -10.66 -1.69 6.54 0.400
H -9.02 -0.60 5.01 0.407
H -8.51 1.82 5.35 0.402
H -11.11 2.09 8.51 0.354
H -11.73 -0.33 8.33 0.360
C -2.68 -0.35 7.66 -0.227
C -2.16 -0.33 6.37 -0.162
C -0.93 0.27 6.16 -0.575
N -0.20 0.83 7.14 -0.515
C -0.72 0.80 8.37 -0.260
C -1.94 0.23 8.68 -0.467
H -3.64 -0.80 7.86 0.418
H -2.71 -0.76 5.54 0.304
H -0.49 0.31 5.18 0.753
H -0.11 1.27 9.14 0.357
H -2.31 0.23 9.70 0.375
C 8.15 1.05 6.43 -0.111
C 6.78 1.16 6.26 -0.575
C 6.17 0.40 5.28 -0.139
N 6.83 -0.46 4.48 -0.316
C 8.15 -0.55 4.66 -0.163
C 8.85 0.17 5.61 -0.501
H 8.66 1.63 7.18 0.360
H 6.19 1.84 6.88 0.351
H 5.10 0.45 5.12 0.395
H 8.66 -1.25 4.00 0.354
H 9.93 0.05 5.72 0.347
```

Its net charge is 0. For the orbital gap, the calculation gives 0.2877 hartree. As for the SMILES: CCCCCCCCCCCCC[C@]1([PH2]=N)OC(=O)[C@]([C@H](Cl)CC)(S(=O)(=O)C(F)(F)C(F)(F)C(F)(F)C(F)(F)F)[C@]1(S)B(N)O.c1ccncc1.c1ccncc1.c1ccncc1.c1ccncc1.c1ccncc1. As for the molecular weight: 1144.5 g/mol. The energy is -5186.8876 Ha.


- Among the records above, which one has the lowest molecular weight?
  C49H65BClF9N7O5PS2


- Among the records above, which one has the lowest molecular weight?
  C49H65BClF9N7O5PS2


- energy of number 2 (C49H64AsN5OReS2SbSeTe)?
  -8274.4468 Ha


- Which of these has the lowest energy?
  C49H64AsBrCl3GdN2O6PSi3